(1)
{"formula": "C21H30N2O5S", "method": "the ωB97M-V functional and the def2-TZVPD basis", "species": ["C", "H", "H", "O", "C", "C", "C", "C", "C", "C", "S", "O", "O", "N", "C", "H", "C", "H", "O", "C", "H", "C", "H", "H", "H", "H", "H", "H", "C", "C", "C", "O", "N", "H", "C", "C", "H", "H", "C", "C", "C", "H", "H", "C", "H", "C", "H", "H", "H", "H", "H", "H", "H", "H", "H", "H", "H", "H", "H"], "xyz": [[-5.203, -4.316, 0.204], [-6.177, -4.476, 0.088], [-4.633, -4.743, -0.754], [-5.012, -2.953, 0.005], [-3.795, -2.601, -0.112], [-2.695, -3.252, 0.179], [-1.507, -2.650, 0.285], [-1.338, -1.112, -0.101], [-2.561, -0.375, -0.157], [-3.685, -1.079, -0.059], [-5.341, 0.054, -0.140], [-6.120, -0.273, 0.952], [-5.881, -0.644, -1.524], [-4.715, 1.535, -0.185], [-4.796, 2.147, 0.911], [-4.605, 1.427, 1.958], [-6.145, 2.586, 1.330], [-6.224, 3.343, 2.236], [-6.484, 3.660, 0.128], [-6.638, 2.862, -0.894], [-6.985, 3.503, -1.878], [-5.343, 2.342, -1.175], [-5.277, 1.715, -2.149], [-4.574, 3.110, -1.326], [-7.323, 2.150, -1.174], [-6.803, 1.941, 1.412], [-4.030, 2.780, 1.000], [-2.444, 0.837, -0.175], [-0.135, -0.460, 0.114], [1.213, -0.978, 0.097], [2.364, 0.072, -0.057], [2.231, 1.150, -0.152], [3.576, -0.644, 0.013], [3.546, -1.819, -0.047], [4.785, -0.059, -0.065], [5.510, -0.066, -1.394], [5.359, -1.320, -1.849], [4.922, 0.330, -1.914], [6.943, 0.101, -1.504], [7.268, 1.460, -0.692], [7.840, 1.000, 0.832], [8.325, 0.314, 0.949], [8.182, 1.913, 1.091], [6.529, 0.641, 1.620], [6.866, 0.611, 2.514], [5.848, -0.439, 1.120], [5.109, -0.749, 2.000], [6.432, -1.397, 0.939], [5.987, 1.769, 1.583], [6.462, 2.146, -0.797], [8.289, 1.793, -1.337], [7.570, -0.734, -1.180], [7.401, 0.211, -2.679], [4.625, 0.984, 0.106], [1.487, -2.069, 0.179], [-0.079, 0.753, 0.169], [-0.545, -3.181, 0.120], [-2.752, -4.233, 0.257], [-4.826, -4.618, 1.078]], "atomic_forces_ev_per_a": [[3.178, 0.472, -5.851], [-3.961, -0.895, -0.244], [-1.254, -0.258, 2.258], [-2.803, -0.509, 0.029], [-0.922, 8.672, 1.433], [1.520, 0.367, -0.217], [4.184, 5.691, -3.378], [-3.121, -4.695, 2.824], [3.140, 2.023, 0.262], [-3.447, -0.273, -0.975], [2.724, -9.627, -8.682], [-2.629, 0.230, 3.852], [1.733, 4.407, 4.610], [-0.975, -5.000, -7.268], [-1.514, -0.406, 13.605], [0.195, 1.263, -2.844], [5.298, 12.095, -0.516], [0.671, -1.896, -1.689], [-1.731, -0.377, 6.168], [-0.080, 2.734, -6.586], [1.288, -0.658, 1.885], [3.953, -1.329, -6.507], [-0.434, 1.030, 1.393], [-0.482, 0.448, -0.115], [-2.778, -2.415, 1.597], [-6.415, -6.197, 0.196], [2.527, 3.411, 0.581], [-0.666, -3.248, -0.052], [6.878, 2.120, -0.628], [-3.160, 1.434, 0.093], [0.514, -15.829, 2.065], [-1.211, 13.662, -1.269], [-2.630, -5.542, -0.419], [-0.058, 4.696, 0.147], [5.735, 1.157, 1.672], [5.267, -12.552, 5.138], [0.028, 3.058, 1.244], [-7.847, 6.764, -8.744], [2.744, 3.062, -2.143], [6.541, -3.971, -1.639], [-14.284, 12.683, -5.120], [10.551, -13.390, 0.931], [1.663, 2.494, 1.838], [1.772, 8.582, -4.464], [1.644, -0.861, 6.530], [-6.415, -5.089, 0.072], [1.222, 0.185, -1.683], [-0.414, 1.275, -0.150], [0.489, -3.222, 0.210], [-0.355, 0.735, 0.512], [-2.812, 0.034, 1.980], [-0.450, 0.187, 0.505], [-1.879, -0.122, 2.936], [-0.322, 0.888, 0.422], [-0.563, 1.344, -0.317], [-0.498, -2.984, -0.390], [-0.868, 0.070, 1.008], [-0.003, -4.504, 0.530], [1.521, -1.422, 3.360]], "lowdin_charge": [-0.010, 0.061, 0.165, -0.043, -0.294, -0.090, 0.062, -0.192, -0.071, -0.059, 0.820, -0.258, -0.365, -0.290, -0.341, 0.220, 0.019, 0.182, -0.066, -0.373, 0.190, -0.220, 0.163, 0.152, 0.103, 0.017, 0.106, 0.172, -0.078, 0.022, -0.583, 0.186, 0.046, 0.230, -0.379, -0.190, 0.193, -0.015, -0.237, -0.103, -0.082, -0.039, 0.067, -0.260, 0.038, -0.164, 0.151, 0.145, 0.192, 0.081, 0.141, 0.094, 0.162, 0.125, 0.089, 0.160, 0.113, 0.072, 0.065], "charge": 0, "orbital_gap_ev": 7.038, "relative_energy_ev": 22.106, "homo_ev": -7.52, "e_tot_ha": -1701.34458}

***

(2)
{"formula": "C21H30N2O6", "method": "the ωB97M-V functional and the def2-TZVPD basis", "species": ["C", "C", "H", "H", "O", "C", "O", "C", "N", "C", "O", "N", "C", "H", "C", "H", "H", "C", "C", "O", "O", "C", "C", "H", "H", "H", "H", "H", "C", "H", "C", "H", "H", "H", "C", "C", "O", "C", "C", "C", "C", "C", "C", "H", "H", "H", "H", "H", "H", "H", "H", "H", "H", "H", "H", "H", "H", "H", "H"], "xyz": [[1.908, 6.118, -3.803], [1.567, 5.293, -5.035], [1.894, 5.793, -5.949], [0.490, 5.100, -5.079], [2.261, 4.041, -5.027], [1.705, 3.036, -4.359], [0.639, 3.083, -3.797], [2.566, 1.787, -4.417], [1.939, 0.698, -3.710], [2.411, 0.415, -2.439], [3.470, 0.865, -2.037], [1.684, -0.482, -1.714], [0.370, -0.983, -2.046], [0.214, -0.985, -3.124], [-0.712, -0.173, -1.327], [-1.691, -0.593, -1.560], [-0.681, 0.865, -1.665], [-0.491, -0.217, 0.194], [-0.770, -1.642, 0.680], [-1.541, -2.395, 0.145], [-0.051, -1.955, 1.760], [-0.227, -3.264, 2.302], [0.693, -4.267, 1.621], [0.430, -4.358, 0.570], [0.583, -5.239, 2.094], [1.729, -3.948, 1.703], [-1.273, -3.560, 2.179], [0.006, -3.170, 3.365], [0.949, 0.217, 0.507], [1.164, 0.106, 1.569], [1.966, -0.595, -0.299], [2.975, -0.216, -0.129], [1.925, -1.651, -0.014], [1.060, 1.270, 0.239], [-1.511, 0.725, 0.872], [-1.656, 0.502, 2.374], [-2.461, -0.645, 2.545], [-2.553, -1.227, 3.771], [-3.298, -2.408, 3.821], [-3.444, -3.090, 5.009], [-2.854, -2.610, 6.169], [-2.126, -1.436, 6.124], [-1.972, -0.740, 4.936], [-1.407, 0.179, 4.933], [-1.669, -1.048, 7.023], [-2.967, -3.145, 7.099], [-4.021, -4.003, 5.033], [-3.749, -2.763, 2.907], [-0.674, 0.358, 2.840], [-2.144, 1.371, 2.838], [-2.492, 0.560, 0.423], [-1.212, 1.758, 0.685], [0.320, -2.024, -1.709], [0.937, 0.683, -3.830], [2.745, 1.519, -5.463], [3.529, 1.988, -3.934], [2.983, 6.269, -3.740], [1.571, 5.604, -2.906], [1.415, 7.084, -3.863]], "atomic_forces_ev_per_a": [[0.007, -0.350, -0.239], [-0.354, 0.397, 0.131], [-0.063, -0.097, 0.089], [0.189, 0.044, -0.080], [0.330, -0.060, -0.109], [0.009, -0.376, 0.060], [-0.066, 0.152, 0.019], [0.050, -0.021, 0.089], [-0.181, 0.101, -0.194], [-0.009, -0.329, -0.257], [0.290, 0.325, 0.166], [0.036, -0.151, 0.130], [-0.335, 0.188, -0.161], [0.025, -0.088, 0.049], [0.064, -0.350, 0.056], [-0.034, 0.071, 0.012], [-0.001, 0.073, -0.008], [-0.133, 0.229, -0.059], [0.028, 0.117, -0.331], [-0.060, -0.156, -0.032], [0.269, 0.218, 0.110], [-0.155, -0.612, 0.096], [-0.186, 0.387, 0.054], [-0.001, -0.047, -0.080], [0.012, -0.132, 0.044], [0.103, -0.023, 0.014], [0.170, 0.069, 0.111], [-0.076, 0.025, -0.116], [0.058, -0.264, -0.018], [0.000, 0.078, 0.035], [0.257, 0.298, 0.270], [-0.132, -0.153, 0.029], [0.033, 0.005, 0.001], [-0.007, 0.045, -0.001], [0.009, -0.341, 0.324], [0.103, 0.514, -0.060], [-0.195, -0.188, 0.057], [-0.081, -0.148, 0.117], [0.036, 0.163, -0.140], [0.001, 0.017, -0.055], [0.047, -0.010, 0.189], [-0.045, -0.119, 0.096], [0.092, 0.238, -0.290], [0.045, 0.074, -0.043], [0.033, 0.031, 0.064], [-0.009, -0.040, 0.081], [-0.052, -0.075, -0.013], [-0.049, -0.052, -0.123], [-0.095, 0.006, 0.021], [0.097, -0.124, 0.003], [-0.036, 0.089, -0.035], [0.013, 0.012, -0.047], [-0.019, 0.038, -0.134], [0.088, -0.043, 0.089], [0.022, 0.134, 0.082], [-0.145, 0.015, -0.180], [0.081, 0.065, 0.021], [-0.035, 0.009, 0.081], [-0.044, 0.121, 0.014]], "lowdin_charge": [-0.060, -0.213, 0.123, 0.120, 0.004, -0.474, 0.109, -0.078, 0.077, -0.514, 0.053, -0.041, -0.125, 0.121, -0.091, 0.126, 0.130, -0.350, -0.466, 0.132, -0.011, -0.204, -0.053, 0.077, 0.078, 0.077, 0.115, 0.130, -0.085, 0.119, -0.116, 0.124, 0.126, 0.135, -0.078, -0.181, -0.049, -0.272, -0.019, -0.084, -0.104, -0.088, -0.021, 0.105, 0.103, 0.098, 0.104, 0.123, 0.121, 0.138, 0.135, 0.130, 0.130, 0.114, 0.135, 0.134, 0.079, 0.077, 0.077], "smiles": "CCOC(=O)CNC(=O)N1CCC(CCOc2ccccc2)(C(=O)OCC)CC1", "charge": 0, "orbital_gap_ev": 9.368, "relative_energy_ev": 0.013, "homo_ev": -8.62, "e_tot_ha": -1379.23292}